# 1
Entry from OMol25: 3 unconnected molecules or ions with the total composition C3H11NO2 at a distorted geometry (ωB97M-V/def2-TZVPD).

Cartesian coordinates (Å):
N: 0.53718 -1.04230 -1.45694
C: 0.52650 0.34991 -1.55337
C: 0.32634 2.06260 0.26742
C: -0.06868 0.89916 -0.24950
H: 0.03064 -1.62692 -2.11781
H: 1.36251 -1.50291 -1.08520
H: 1.54273 0.74585 -1.57305
H: -0.05095 0.68629 -2.40330
H: -0.24540 2.66453 0.95375
H: 1.21987 2.49654 -0.15657
H: -0.92164 0.38055 0.15524
H: -4.65789 -2.51672 0.92225
H: -4.41134 -2.20596 -0.59264
O: -4.17951 -1.94336 0.30507
H: 2.44401 0.53040 3.31978
H: 3.21852 -0.24689 2.23132
O: 3.32710 0.26923 3.03354

Net charge   +1
LUMO (spin up / spin down)   -3.6684 / -8.6953 eV
Spin multiplicity   2
Frontier orbital gap (spin up / spin down)   10.57 / 5.54 eV

Here are the natural (NBO) charges for atoms 1 to 8, given in e:
1 N -0.354
2 C -0.306
3 C -0.243
4 C -0.176
5 H 0.425
6 H 0.418
7 H 0.280
8 H 0.255

# 2
Entry from OMol25: a single C7H14 molecule (ωB97M-V/def2-TZVPD).

Cartesian coordinates (Å):
C: -1.61288 -1.18244 -0.64276
C: -0.23335 -0.68317 -0.19510
C: 0.54971 -0.17438 -1.41676
C: 0.54894 -1.86052 0.46101
C: -0.36257 0.15261 1.03535
C: -0.02936 2.43499 0.64856
C: 0.68180 1.18752 1.23521
H: -2.17157 -1.57428 0.21206
H: -2.19415 -0.35787 -1.07244
H: -1.52321 -1.96447 -1.40790
H: 0.68719 -0.98720 -2.14015
H: 0.00037 0.62451 -1.92837
H: 1.54403 0.20413 -1.15790
H: 0.06352 -2.20971 1.37804
H: 0.57043 -2.69056 -0.25403
H: 1.58211 -1.57971 0.69305
H: -1.07842 2.46567 0.96189
H: 0.00425 2.43496 -0.44462
H: 0.45867 3.34431 1.00670
H: 0.86478 1.36066 2.30166
H: 1.64972 1.05494 0.72652

LUMO   0.4769 eV
Frontier orbital gap   8.42 eV

Here are the natural (NBO) charges for atoms 1 to 8, given in e:
1 C -0.591
2 C -0.252
3 C -0.623
4 C -0.596
5 C 0.231
6 C -0.595
7 C -0.582
8 H 0.225

# 3
Entry from OMol25: 2 unconnected molecules or ions with the total composition CH4S3 at a distorted geometry (ωB97M-V/def2-TZVPD).

Cartesian coordinates (Å):
C: -0.67685 0.16308 0.83250
S: -1.30639 1.45588 -0.15037
S: -1.64917 -1.14433 1.14944
S: 2.25362 0.79533 0.23701
H: 0.27864 0.49617 1.37973
H: -2.60393 0.89229 -0.26760
H: 1.64943 -0.00889 -0.35426
H: 2.59230 1.70717 -0.83002

LUMO   -0.5414 eV
Frontier orbital gap   8.23 eV

natural (NBO) atomic charges, in units of e:
1 C -0.516
2 S 0.086
3 S -0.001
4 S -0.243
5 H 0.244
6 H 0.161
7 H 0.092
8 H 0.177

# 4
Entry from OMol25: a molecular structure, C8H69GaNO28 at a distorted geometry (ωB97M-V/def2-TZVPD).

Cartesian coordinates (Å):
C: 2.91802 -0.07401 -0.92248
C: 1.79359 0.26505 -1.89568
C: 1.74513 -0.34469 -3.11947
C: 0.74402 -0.12933 -4.01057
C: -0.26252 0.73033 -3.67534
C: -0.24567 1.37664 -2.46768
C: -1.37318 2.28367 -2.14960
Ga: -2.74217 1.13329 -1.09878
N: -3.52474 -0.07643 -2.41529
C: 0.78680 1.15235 -1.55932
H: 2.84370 -1.14496 -0.72860
H: 3.87608 0.18868 -1.34715
H: 2.74866 0.40796 0.03321
H: 2.54039 -1.03779 -3.36937
H: 0.68564 -0.63774 -4.96515
H: -1.09936 0.93854 -4.32757
H: -1.06740 3.13169 -1.53968
H: -1.85447 2.56504 -3.08723
H: -1.86615 0.25534 -0.03669
H: -3.81206 2.01478 -0.32132
H: -4.24458 0.37160 -2.96812
H: -3.87267 -0.91591 -1.96882
H: 0.75449 1.66257 -0.60603
O: -5.25515 0.96182 1.43645
H: -5.82796 0.27805 1.80113
H: -5.23757 1.64033 2.11960
O: -7.48413 -1.00778 0.44656
H: -8.06817 -1.41113 -0.20656
H: -6.59889 -1.19525 0.11789
O: 4.50893 -2.29408 -3.08610
H: 4.68452 -2.45459 -2.14900
H: 5.01475 -1.50198 -3.27610
O: -0.34236 -2.98560 -2.73716
H: -0.20813 -3.11080 -1.79246
H: 0.18212 -2.20054 -2.95286
O: -4.72677 1.43484 4.43253
H: -4.24844 2.05949 4.98421
H: -4.35256 0.57828 4.67813
O: -3.38926 -1.16712 5.25902
H: -3.11259 -1.52412 4.40442
H: -2.89495 -1.68554 5.90099
O: -1.62849 -1.56142 1.93169
H: -1.98264 -1.50614 1.03202
H: -0.74715 -1.18387 1.83562
O: 4.47686 1.83520 1.20001
H: 4.00598 2.19558 0.44244
H: 3.97747 2.14145 1.96657
O: -0.72579 -2.75315 5.41849
H: -0.03333 -2.28687 5.89831
H: -0.26529 -3.15084 4.67179
O: -1.41852 -5.35177 -3.85891
H: -0.93470 -5.59428 -4.65259
H: -0.88625 -4.64714 -3.45228
O: -5.46139 -2.19111 -4.26770
H: -4.82369 -2.78736 -4.67875
H: -4.88893 -1.63209 -3.72745
O: -1.00854 3.33433 1.62245
H: -1.59285 2.65444 1.97756
H: -0.97634 4.01389 2.30172
O: -2.55770 -2.35605 -4.36926
H: -2.26562 -1.62268 -3.80468
H: -2.13192 -3.13596 -3.99485
O: 7.09612 -1.25191 -4.56812
H: 6.44646 -1.53108 -5.22202
H: 7.94510 -1.42826 -4.98819
O: -8.74963 -3.29221 -0.82989
H: -9.28113 -3.82954 -0.23552
H: -8.36239 -3.92290 -1.44506
O: 2.53863 2.94632 3.57907
H: 2.28419 3.61599 4.21859
H: 2.26542 2.11596 4.00138
O: 1.14576 1.98007 5.03032
H: 0.59199 2.33446 5.73360
H: 1.83624 1.50053 5.49663
O: 1.40989 3.15813 7.63477
H: 1.55168 3.21292 8.58459
H: 1.84807 3.94109 7.27874
O: 9.56154 0.47472 -4.94886
H: 10.30059 0.91356 -4.51620
H: 8.86657 0.46287 -4.27961
O: -2.42679 -6.46060 -1.44980
H: -3.35492 -6.47039 -1.20066
H: -2.43341 -6.33765 -2.41221
O: 1.16752 4.45584 6.07925
H: 1.94427 4.83607 6.50069
H: 0.54842 4.29894 6.80335
O: -0.90806 0.06661 4.40257
H: -1.14581 -0.31946 3.55069
H: -1.19173 -0.59793 5.03759
O: -1.50957 5.34750 -4.24156
H: -2.01107 5.61676 -3.46618
H: -0.72501 4.93121 -3.86877
O: 3.92893 3.81676 6.27864
H: 3.33456 3.34008 5.68361
H: 4.80242 3.66874 5.90501
O: -0.41606 3.21511 8.32139
H: -0.82471 3.28379 9.18924
H: 0.27230 2.54665 8.42833
O: 5.74864 -1.30336 -1.02262
H: 5.91505 -1.47912 -0.09038
H: 6.25939 -0.50876 -1.20744
O: 10.21911 1.35056 -8.01018
H: 10.12768 0.94338 -7.13930
H: 11.15529 1.55702 -8.08021
O: -4.32745 -4.62983 -5.90907
H: -5.27375 -4.69895 -5.74237
H: -4.24564 -4.72997 -6.86181

Net charge   -1
LUMO   1.1366 eV
Frontier orbital gap   5.15 eV

Here are the Löwdin charges for atoms 1 to 8, given in e:
1 C -0.054
2 C -0.274
3 C -0.125
4 C -0.120
5 C -0.080
6 C -0.352
7 C -0.248
8 Ga 0.329